No. 1
{
  "formula": "C38H35N3O2SeTc",
  "method": "ωB97M-V/def2-TZVPD",
  "elements": ["Tc", "O", "C", "C", "C", "C", "C", "C", "C", "C", "C", "O", "C", "C", "C", "C", "C", "C", "C", "C", "C", "C", "C", "C", "N", "C", "C", "C", "C", "C", "C", "C", "C", "C", "C", "C", "C", "H", "H", "H", "H", "H", "H", "H", "H", "H", "H", "H", "H", "H", "H", "H", "H", "H", "H", "H", "H", "H", "H", "H", "H", "H", "H", "H", "C", "N", "C", "C", "N", "C", "C", "Se", "H", "H", "H", "H", "H", "H", "H", "H"],
  "coordinates": [[0.292, -0.044, -0.113], [-1.293, -0.120, 0.893], [-2.334, 0.543, 0.143], [-2.331, 1.988, 0.627], [-1.108, 2.800, 0.281], [-1.241, 4.174, 0.230], [-0.122, 4.971, 0.054], [1.113, 4.355, 0.000], [1.197, 2.972, 0.060], [2.581, 2.379, 0.170], [2.733, 0.872, 0.006], [1.829, 0.235, 0.936], [2.333, 0.376, -1.401], [2.512, -0.995, -1.673], [2.312, -1.500, -2.950], [1.956, -0.641, -3.980], [1.768, 0.712, -3.730], [1.946, 1.220, -2.453], [4.161, 0.481, 0.353], [4.496, 0.266, 1.686], [5.806, -0.017, 2.039], [6.792, -0.076, 1.064], [6.464, 0.154, -0.264], [5.151, 0.430, -0.620], [0.096, 2.196, 0.123], [-3.641, -0.145, 0.492], [-4.574, -0.517, -0.466], [-5.748, -1.158, -0.087], [-5.994, -1.433, 1.248], [-5.063, -1.060, 2.212], [-3.893, -0.422, 1.836], [-1.986, 0.437, -1.347], [-2.123, 1.511, -2.234], [-1.873, 1.339, -3.582], [-1.461, 0.105, -4.082], [-1.321, -0.965, -3.223], [-1.598, -0.807, -1.862], [-2.392, 1.952, 1.718], [-3.227, 2.508, 0.288], [-2.223, 4.613, 0.344], [-0.211, 6.047, -0.006], [2.024, 4.933, -0.070], [2.937, 2.616, 1.176], [3.257, 2.891, -0.517], [2.885, -1.638, -0.885], [2.478, -2.551, -3.144], [1.837, -1.023, -4.986], [1.500, 1.381, -4.536], [1.821, 2.282, -2.292], [3.731, 0.326, 2.451], [6.060, -0.186, 3.077], [7.814, -0.295, 1.339], [7.230, 0.116, -1.026], [4.911, 0.605, -1.662], [-4.405, -0.309, -1.516], [-6.471, -1.437, -0.842], [-6.910, -1.927, 1.542], [-5.256, -1.257, 3.259], [-3.167, -0.148, 2.593], [-2.459, 2.475, -1.880], [-2.012, 2.173, -4.259], [-1.278, -0.015, -5.141], [-1.036, -1.940, -3.596], [-1.626, -1.679, -1.226], [1.368, -2.104, 3.359], [-0.014, -2.466, 3.048], [-1.004, -2.688, 3.973], [-2.103, -3.086, 3.291], [-1.769, -3.099, 1.959], [-2.660, -3.519, 0.883], [-0.494, -2.709, 1.819], [0.505, -2.613, 0.220], [1.425, -1.865, 4.417], [1.668, -1.246, 2.764], [2.025, -2.943, 3.141], [-0.839, -2.559, 5.028], [-3.082, -3.367, 3.636], [-3.634, -3.733, 1.312], [-2.266, -4.411, 0.401], [-2.771, -2.715, 0.162]],
  "relative_energy_ev": 0.000,
  "spin_multiplicity": 4,
  "charge": 2
}


No. 2
{
  "formula": "C38H35N8NiSSbSe",
  "method": "ωB97M-V/def2-TZVPD",
  "elements": ["Ni", "C", "C", "C", "C", "C", "C", "N", "Sb", "C", "C", "C", "C", "C", "C", "N", "C", "C", "C", "C", "C", "C", "N", "H", "H", "H", "H", "H", "H", "H", "H", "H", "H", "H", "H", "H", "H", "H", "H", "H", "H", "N", "C", "C", "C", "C", "C", "C", "S", "N", "C", "C", "C", "C", "C", "C", "N", "H", "H", "H", "H", "H", "H", "H", "H", "H", "C", "N", "C", "Se", "N", "C", "C", "C", "C", "C", "C", "H", "H", "H", "H", "H", "H", "H", "H"],
  "coordinates": [[-1.841, 0.162, -0.698], [-0.484, -2.942, 0.294], [-1.873, -2.649, 0.744], [-2.591, -3.618, 1.445], [-3.877, -3.348, 1.871], [-4.447, -2.134, 1.514], [-3.685, -1.237, 0.786], [-2.417, -1.465, 0.451], [-4.644, 0.655, 0.198], [-3.087, 1.645, 1.348], [-3.445, 2.244, 2.542], [-2.456, 2.879, 3.278], [-1.201, 2.990, 2.717], [-0.945, 2.433, 1.465], [0.319, 2.757, 0.759], [-1.860, 1.687, 0.839], [-3.700, 1.097, -1.781], [-4.560, 1.023, -2.864], [-4.112, 1.467, -4.100], [-2.856, 2.037, -4.184], [-2.044, 2.093, -3.054], [-0.722, 2.782, -3.092], [-2.467, 1.589, -1.893], [-0.500, -3.673, -0.513], [-0.008, -2.026, -0.052], [0.090, -3.360, 1.117], [-2.121, -4.565, 1.660], [-4.430, -4.076, 2.449], [-5.462, -1.886, 1.794], [-4.468, 2.212, 2.889], [-2.674, 3.311, 4.243], [-0.418, 3.533, 3.221], [0.348, 3.825, 0.550], [1.187, 2.515, 1.365], [0.350, 2.206, -0.174], [-5.562, 0.633, -2.738], [-4.747, 1.399, -4.971], [-2.497, 2.454, -5.111], [-0.258, 2.693, -4.071], [-0.879, 3.842, -2.894], [-0.062, 2.392, -2.323], [1.141, -1.025, -3.621], [2.319, -0.270, -3.586], [3.170, -0.244, -4.679], [4.333, 0.511, -4.635], [4.645, 1.251, -3.507], [3.796, 1.232, -2.407], [2.648, 0.465, -2.450], [1.590, 0.359, -1.023], [0.147, -0.273, -1.616], [0.121, -0.936, -2.733], [-1.096, -1.722, -3.003], [-1.098, -2.852, -3.821], [-2.242, -3.628, -3.890], [-3.358, -3.238, -3.166], [-3.281, -2.074, -2.419], [-2.179, -1.347, -2.312], [0.991, -1.539, -4.475], [2.927, -0.824, -5.557], [4.995, 0.518, -5.486], [5.552, 1.835, -3.477], [4.029, 1.796, -1.517], [-0.221, -3.158, -4.367], [-2.256, -4.519, -4.498], [-4.261, -3.824, -3.173], [-4.145, -1.727, -1.865], [4.177, -0.205, 2.066], [3.471, -0.077, 3.310], [2.136, -0.064, 3.477], [0.846, -0.426, 2.240], [1.864, 0.164, 4.778], [3.039, 0.259, 5.485], [3.299, 0.433, 6.833], [4.627, 0.421, 7.214], [5.655, 0.245, 6.287], [5.400, 0.094, 4.938], [4.071, 0.103, 4.544], [3.462, -0.395, 1.265], [4.887, -1.031, 2.123], [4.722, 0.719, 1.862], [0.935, 0.181, 5.166], [2.500, 0.547, 7.548], [4.876, 0.530, 8.255], [6.674, 0.209, 6.636], [6.197, -0.054, 4.229]],
  "relative_energy_ev": 0.364,
  "spin_multiplicity": 3,
  "charge": 2
}


No. 3
{
  "formula": "C38H35NO5P",
  "method": "ωB97M-V/def2-TZVPD",
  "elements": ["C", "C", "O", "C", "C", "P", "C", "C", "C", "C", "C", "C", "C", "C", "C", "C", "C", "C", "O", "O", "H", "H", "H", "H", "H", "H", "H", "H", "H", "H", "H", "H", "H", "H", "H", "H", "C", "C", "C", "C", "C", "C", "C", "O", "C", "C", "C", "C", "C", "C", "N", "C", "C", "C", "C", "C", "C", "C", "C", "C", "O", "H", "H", "H", "H", "H", "H", "H", "H", "H", "H", "H", "H", "H", "H", "H", "H", "H", "H", "H"],
  "coordinates": [[5.272, 0.979, 3.851], [4.177, 0.180, 3.181], [3.031, 0.943, 2.916], [2.043, 0.110, 2.425], [0.814, 0.704, 2.168], [-0.598, -0.271, 1.652], [-0.548, -1.956, 2.261], [0.032, -2.295, 3.462], [0.025, -3.610, 3.882], [-0.585, -4.573, 3.102], [-1.157, -4.227, 1.894], [-1.136, -2.910, 1.471], [-2.036, 0.514, 2.369], [-2.246, 0.436, 3.727], [-3.342, 1.066, 4.287], [-4.216, 1.765, 3.475], [-3.986, 1.853, 2.114], [-2.886, 1.223, 1.557], [-0.736, -0.270, 0.114], [2.231, -1.100, 2.263], [6.117, 0.350, 4.131], [5.633, 1.769, 3.195], [4.894, 1.463, 4.751], [4.502, -0.242, 2.220], [3.847, -0.661, 3.806], [0.690, 1.756, 2.282], [0.537, -1.540, 4.041], [0.513, -3.889, 4.803], [-0.604, -5.599, 3.433], [-1.604, -4.986, 1.273], [-1.554, -2.620, 0.518], [-1.554, -0.114, 4.346], [-3.510, 1.022, 5.354], [-5.078, 2.248, 3.907], [-4.657, 2.422, 1.489], [-2.677, 1.284, 0.498], [-4.213, 6.325, 1.454], [-2.880, 6.309, 1.815], [-2.011, 5.512, 1.097], [-2.472, 4.749, 0.031], [-3.809, 4.750, -0.316], [-4.676, 5.546, 0.404], [-1.341, 4.072, -0.610], [-1.403, 3.362, -1.591], [-0.139, 4.440, 0.142], [1.118, 4.120, -0.249], [2.341, 4.464, 0.453], [2.403, 4.438, 1.847], [3.529, 4.798, 2.542], [4.684, 5.203, 1.838], [5.835, 5.575, 2.531], [5.925, 5.471, 4.002], [4.569, 5.685, 4.672], [3.500, 4.779, 4.042], [7.071, 5.976, 1.828], [6.763, 6.635, 0.486], [5.833, 5.738, -0.351], [4.644, 5.242, 0.426], [3.501, 4.847, -0.234], [-0.561, 5.327, 1.237], [0.124, 5.835, 2.098], [-4.903, 6.954, 1.988], [-2.506, 6.912, 2.622], [-4.140, 4.145, -1.142], [-5.718, 5.565, 0.136], [1.204, 3.603, -1.190], [1.527, 4.138, 2.393], [6.318, 4.479, 4.244], [6.663, 6.191, 4.366], [4.638, 5.512, 5.754], [4.272, 6.736, 4.559], [2.499, 5.080, 4.374], [3.631, 3.745, 4.381], [7.652, 6.638, 2.476], [7.677, 5.077, 1.682], [6.282, 7.606, 0.660], [7.692, 6.862, -0.055], [5.484, 6.276, -1.241], [6.394, 4.873, -0.719], [3.489, 4.860, -1.308]],
  "relative_energy_ev": 0.432,
  "charge": -1
}


Number 1: strongest force on any atom 0.00697 hartree/bohr, total energy -4265.5641 Eh. Number 2: strongest force on any atom 0.03245 hartree/bohr, total energy -6454.8671 Eh. Number 3: strongest force on any atom 0.09540 hartree/bohr, total energy -2241.4524 Eh.